The following is a quantum chemistry calculation of 13 unconnected molecules or ions with the total composition C3H34N2O13 in a non-equilibrium geometry, from OMol25.

The geometry in ORCA input format:
```
! RIJCOSX wB97M-V def2-TZVPD def2/J DEFGRID3
* xyz 0 1
N 0.885 0.927 2.117
C 1.186 0.878 0.662
C -0.185 0.812 -0.055
O -0.610 2.179 -0.236
C 2.032 -0.319 0.280
N 3.299 -0.003 -0.418
H 0.189 1.658 2.218
H 1.763 1.210 2.541
H 1.754 1.758 0.363
H -0.905 0.425 0.670
H 0.020 0.236 -0.953
H -1.268 2.181 -0.935
H 1.467 -1.115 -0.223
H 2.387 -0.852 1.172
H 3.875 -0.831 -0.444
H 3.135 0.291 -1.373
H 0.834 2.444 -2.798
H -0.488 1.831 -2.880
O 0.436 1.577 -2.999
H -0.146 -0.199 -2.631
H -1.087 -1.275 -1.894
O -0.863 -0.836 -2.727
H 2.102 4.247 -0.522
H 0.786 3.521 -0.322
O 1.254 4.091 -0.960
H -1.135 -3.487 -0.493
H 0.385 -3.146 -0.611
O -0.492 -2.769 -0.652
H 0.365 -1.497 3.026
H 1.168 -1.368 4.265
O 0.703 -2.040 3.754
H -0.842 -3.429 3.196
H -2.087 -2.793 2.614
O -1.320 -3.323 2.361
H 3.497 3.343 -2.078
H 2.828 2.043 -2.378
O 3.597 2.567 -2.630
H -3.444 0.356 3.349
H -3.242 -0.206 1.970
O -2.745 0.052 2.763
H 3.731 1.946 0.683
H 4.745 2.213 -0.334
O 4.114 2.699 0.218
H -4.050 -0.050 -2.803
H -2.648 -0.390 -2.303
O -3.603 -0.500 -2.086
H -4.824 -1.500 0.638
H -3.743 -1.003 -0.402
O -3.884 -1.507 0.429
H -3.293 -3.184 -0.510
H -2.746 -3.832 0.649
O -2.889 -4.034 -0.291
*
```

Summary:
Relative energy (zero: lowest compared OMol25 entry of this formula, charge and spin) (kJ/mol): 0.0
Maximum force (eV/Å): 2.09
HOMO-LUMO gap (eV): 9.79
HOMO level (eV): -9.85
Lowest unoccupied orbital energy (eV): -0.059

The following is a quantum chemistry calculation of 15 unconnected molecules or ions with the total composition C3H34O16 in a non-equilibrium geometry, from OMol25.

The geometry in ORCA input format:
```
! RIJCOSX wB97M-V def2-TZVPD def2/J DEFGRID3
* xyz 0 1
O 1.480 -0.272 -0.888
C 1.606 -1.167 -1.702
C 0.768 -2.429 -1.545
C 1.097 -2.900 -0.084
O -0.071 -3.457 0.588
H 2.330 -1.101 -2.467
H -0.289 -2.133 -1.677
H 0.800 -3.306 -2.245
H 1.949 -3.584 -0.238
H 1.480 -2.063 0.560
H 0.221 -3.325 1.530
H -0.360 1.479 -3.083
H -1.021 2.085 -4.454
O -0.326 1.576 -4.033
H -1.971 -0.970 3.805
H -0.789 0.037 4.153
O -0.985 -0.800 3.656
H 1.497 -3.660 3.322
H 0.113 -2.989 3.881
O 0.614 -3.321 3.134
H -4.807 1.484 0.767
H -3.566 0.619 1.056
O -3.839 1.534 0.918
H -0.839 0.103 -1.030
H -1.739 0.963 -1.772
O -1.261 0.108 -1.903
H -2.217 -2.390 1.315
H -1.774 -0.885 1.417
O -2.500 -1.524 1.615
H -3.497 2.616 -1.772
H -2.972 2.005 -0.333
O -2.772 2.222 -1.295
H -0.125 -0.953 -3.867
H 0.332 0.202 -4.726
O 0.477 -0.764 -4.594
H 2.778 2.123 -2.113
H 3.421 1.834 -0.903
O 2.619 2.305 -1.176
H 0.134 -0.176 0.587
H -0.323 -0.226 2.172
O -0.500 0.161 1.230
H -1.617 3.025 1.578
H -1.429 4.594 1.445
O -1.806 3.877 1.957
H 4.596 -1.853 -1.300
H 4.838 -1.088 -0.011
O 4.147 -1.586 -0.491
H 1.086 2.716 -0.167
H -0.001 2.382 0.773
O 0.624 3.129 0.635
H 0.740 1.660 2.830
H 1.965 2.282 2.084
O 1.684 1.800 2.860
*
```

Summary:
Relative energy (zero: lowest compared OMol25 entry of this formula, charge and spin) (kJ/mol): 93.5
Maximum force (eV/Å): 2.71
HOMO-LUMO gap (eV): 9.93
HOMO level (eV): -9.90
Lowest unoccupied orbital energy (eV): 0.030

The following is a quantum chemistry calculation of 14 unconnected molecules or ions with the total composition C3H36N2O13 in a non-equilibrium geometry, from OMol25.

The geometry in ORCA input format:
```
! RIJCOSX wB97M-V def2-TZVPD def2/J DEFGRID3
* xyz 0 1
N 2.063 0.833 0.345
C 1.298 -0.402 0.215
C -0.199 -0.157 0.353
C -0.763 0.698 -0.783
N -0.754 2.151 -0.337
H 1.827 1.578 -0.285
H 3.064 0.647 0.292
H 1.411 -0.944 -0.706
H 1.735 -1.019 0.984
H -0.521 0.357 1.246
H -0.716 -1.123 0.357
H -0.339 0.625 -1.782
H -1.836 0.552 -0.900
H -1.253 2.713 -1.021
H 0.208 2.444 -0.372
H 2.525 -0.247 -1.899
H 2.662 0.121 -3.279
O 2.914 0.477 -2.411
H 1.071 -2.180 -3.278
H -0.179 -1.706 -2.459
O 0.773 -1.545 -2.621
H 0.882 2.656 -2.861
H 0.353 1.409 -3.579
O 0.280 2.371 -3.566
H 1.487 1.978 2.084
H -0.015 2.046 1.712
O 0.662 2.421 2.330
H -1.399 2.081 -3.544
H -2.667 2.471 -2.996
O -2.126 1.670 -2.963
H -1.758 0.395 4.178
H -0.526 1.377 4.108
O -0.945 0.688 4.652
H 1.481 -4.158 0.025
H 0.153 -3.593 -0.459
O 0.910 -3.386 0.100
H -2.373 -1.191 -2.493
H -2.149 -1.869 -1.166
O -1.846 -1.895 -2.091
H 0.293 -0.532 4.160
H 1.360 -1.131 3.187
O 0.675 -1.369 3.817
H -2.305 -3.127 1.322
H -2.226 -1.734 1.509
O -2.492 -2.305 0.773
H -1.802 0.564 1.933
H -3.110 1.054 2.621
O -2.453 0.354 2.590
H 2.880 2.215 -1.806
H 2.835 3.583 -1.063
O 2.279 2.927 -1.495
H -0.022 -3.417 1.921
H -0.414 -2.930 3.037
O -0.894 -3.496 2.367
*
```

Summary:
Relative energy (zero: lowest compared OMol25 entry of this formula, charge and spin) (kJ/mol): 269.9
Maximum force (eV/Å): 3.40
HOMO-LUMO gap (eV): 9.31
HOMO level (eV): -9.32
Lowest unoccupied orbital energy (eV): -0.006

The following is a quantum chemistry calculation of 15 unconnected molecules or ions with the total composition C3H37N3O15 in a non-equilibrium geometry, from OMol25.

The geometry in ORCA input format:
```
! RIJCOSX wB97M-V def2-TZVPD def2/J DEFGRID3
* xyz -1 2
O 1.694 0.457 0.755
C 1.091 1.497 0.517
N 1.644 2.732 0.509
C -0.353 1.398 0.102
N -0.977 0.768 1.360
C -2.356 1.195 1.649
N -3.226 0.908 0.493
H 2.472 3.063 0.960
H 1.167 3.480 0.043
H -1.142 2.074 -0.140
H -0.402 0.689 -0.772
H -1.134 -0.188 1.061
H -2.708 0.751 2.568
H -2.583 2.222 1.955
H -3.595 -0.014 0.350
H -3.212 1.573 -0.255
H 1.013 -3.249 1.072
H 0.887 -4.626 0.476
O 1.061 -3.718 0.184
H -0.717 -2.585 -0.074
H -1.251 -2.789 1.472
O -1.450 -2.560 0.559
H 2.128 3.047 -2.291
H 0.755 2.677 -3.020
O 1.456 3.344 -2.910
H -1.127 1.018 -4.776
H -1.508 0.647 -3.345
O -0.757 0.970 -3.882
H 3.311 2.228 2.481
H 2.812 3.391 3.222
O 3.617 3.098 2.776
H -2.192 -4.374 1.436
H -3.505 -4.061 2.315
O -2.633 -4.465 2.286
H 1.738 1.168 -3.529
H 0.834 0.171 -3.129
O 1.606 0.619 -2.741
H -0.998 -1.464 3.266
H 0.032 -1.556 4.375
O -0.804 -1.926 4.084
H -0.166 1.832 4.374
H -0.011 0.797 3.198
O 0.417 1.182 3.987
H 0.142 5.172 -1.473
H 0.171 3.742 -1.838
O -0.257 4.348 -1.170
H 1.165 -1.001 1.159
H 1.611 -1.939 2.371
O 0.876 -1.739 1.786
H -2.128 -1.221 -1.655
H -2.522 -2.009 -2.854
O -1.847 -1.357 -2.584
H 2.790 -3.160 -1.130
H 3.296 -1.741 -1.312
O 3.571 -2.658 -1.406
H -0.022 -2.510 -4.103
H 1.459 -2.883 -4.148
O 0.764 -2.469 -4.667
*
```

Summary:
Maximum force (eV/Å): 3.33
HOMO-LUMO gap (spin up / spin down) (eV): 2.46 / 8.78
HOMO level (spin up / spin down) (eV): -0.12 / -6.51
Lowest unoccupied orbital energy (spin up / spin down) (eV): 2.342 / 2.272

> Which formula does entry 2 have?

C3H34O16